# C3H12N2O2

A cluster of 3 separate species, C3H12N2O2 in total in a non-equilibrium geometry (wB97M-V/def2-TZVPD, the OMol25 dataset).

The geometry in ORCA input format:
```
! RIJCOSX wB97M-V def2-TZVPD def2/J DEFGRID3
* xyz 0 1
H 0.813 -0.806 3.740
H -2.148 -1.314 1.020
H 2.395 -0.039 0.339
H -1.431 0.327 1.860
H -2.036 1.236 -4.311
N 0.493 0.303 1.027
H -2.324 2.001 -3.106
H 1.353 -1.428 0.086
H -0.588 -1.668 -0.024
H 1.417 1.156 -1.496
C -0.666 -0.169 1.251
N -1.196 -1.335 0.703
H 0.731 0.592 3.689
O 1.016 -0.070 4.352
C 1.256 0.084 -1.393
O -2.449 2.078 -4.063
C 1.355 -0.308 0.080
H 0.219 -0.019 -1.734
H 1.792 -0.622 -2.019
*
```

Summary:
- E_tot (eV) = -10379.591
- SMILES string = CC/N=C\N.O.O


# C3H12N2O2SSi

A structure of composition C3H12N2O2SSi in a non-equilibrium geometry (wB97M-V/def2-TZVPD, the OMol25 dataset).

The geometry in ORCA input format:
```
! RIJCOSX wB97M-V def2-TZVPD def2/J DEFGRID3
* xyz 0 1
H -0.008 -1.383 2.462
S -3.304 -0.017 -0.333
H 1.237 0.470 -1.338
H -1.372 1.775 0.988
O -3.272 -1.415 -0.118
H -1.569 0.930 2.402
H 2.007 0.988 0.172
H 0.095 -2.019 -1.570
H -2.446 0.306 1.092
Si -0.201 -0.320 0.422
N 0.624 -0.881 1.820
H 1.495 -1.477 1.631
C 1.007 0.876 -0.306
C -0.585 -1.742 -0.754
H -1.406 -1.537 -1.447
C -1.561 0.749 1.387
H 0.560 1.825 -0.422
N -4.515 0.723 0.259
H -4.775 1.480 -0.437
H -0.900 -2.596 -0.344
O -2.544 0.586 -1.430
*
```

Summary:
- E_tot (eV) = -29090.947


# C3H12N2O2SSi

A structure of composition C3H12N2O2SSi in a non-equilibrium geometry (wB97M-V/def2-TZVPD, the OMol25 dataset).

The geometry in ORCA input format:
```
! RIJCOSX wB97M-V def2-TZVPD def2/J DEFGRID3
* xyz 0 1
H -0.997 2.520 1.462
H 1.923 -0.928 -0.519
H -0.608 -0.576 2.184
C -1.203 -0.353 -1.505
H 1.156 2.306 -0.717
H 1.560 0.895 -1.457
H 2.469 -1.705 1.002
C 1.163 1.274 -0.509
S 0.641 -2.277 0.656
H 1.817 1.103 0.354
H -1.784 2.913 -0.112
C -1.589 2.065 0.654
O 0.710 -3.135 1.765
N -0.081 -0.292 1.396
H -1.634 0.298 -2.232
H -0.424 -0.966 -1.818
N 2.072 -1.763 0.076
H -2.620 1.836 0.964
H -1.852 -1.193 -1.270
Si -0.534 0.630 0.054
O -0.187 -2.652 -0.428
*
```

Summary:
- E_tot (eV) = -29092.249


# C3H12N2O3

A cluster of 3 separate species, C3H12N2O3 in total in a non-equilibrium geometry (wB97M-V/def2-TZVPD, the OMol25 dataset).

The geometry in ORCA input format:
```
! RIJCOSX wB97M-V def2-TZVPD def2/J DEFGRID3
* xyz 0 1
H 1.041 -1.709 3.030
O -0.506 3.533 2.530
O -1.188 -0.094 0.631
H 0.354 -1.685 -2.889
H -0.778 1.608 -2.022
C 0.327 -0.443 -1.315
N -1.137 1.372 -1.115
H -0.999 -1.656 -2.185
N -0.304 -0.994 -2.507
C 1.065 -1.599 -0.529
H 2.040 -1.213 -0.269
H 0.054 -0.795 2.291
H 1.205 -2.445 -1.179
H -1.705 2.108 -0.734
H 1.092 0.379 -1.541
O 0.769 -0.792 2.938
H -1.027 2.970 1.940
H 0.408 -1.705 0.362
C -0.749 0.263 -0.450
H 0.035 2.897 3.011
*
```

Summary:
- E_tot (eV) = -12428.459
- SMILES string = C[C@@H](N)C(N)=O.O.O


# C3H12N2OS

A cluster of 2 separate species, C3H12N2OS in total in a non-equilibrium geometry (wB97M-V/def2-TZVPD, the OMol25 dataset).

The geometry in ORCA input format:
```
! RIJCOSX wB97M-V def2-TZVPD def2/J DEFGRID3
* xyz 0 1
H 1.717 -1.479 2.543
H 0.820 -2.236 0.245
C 1.277 -1.275 0.501
H 0.963 0.096 -2.384
H -1.221 -0.232 1.017
N 0.691 -0.625 -1.761
H 0.843 3.290 1.500
H 1.564 2.098 1.351
N 1.117 -0.975 1.899
H -1.278 -1.670 -0.112
H 0.556 -1.553 -2.122
H 2.299 -1.332 0.110
H 0.519 0.753 -0.211
H 1.430 -0.027 2.048
C 0.413 -0.321 -0.383
O 1.615 2.901 1.879
S -2.300 0.188 -1.139
H -1.368 0.788 -1.866
C -1.052 -0.618 0.024
*
```

Summary:
- E_tot (eV) = -19167.797
- SMILES string = NC[C@@H](N)CS.O


# C3H12N2OS

A cluster of 2 separate species, C3H12N2OS in total in a non-equilibrium geometry (wB97M-V/def2-TZVPD, the OMol25 dataset).

The geometry in ORCA input format:
```
! RIJCOSX wB97M-V def2-TZVPD def2/J DEFGRID3
* xyz 0 1
H 0.473 -1.748 0.309
H 0.537 2.364 -0.271
C 0.067 0.025 -1.630
H 1.064 0.098 -1.977
H 1.470 -0.273 2.510
H 1.937 -1.005 0.631
H -1.879 -1.652 1.726
N 0.545 -0.534 2.221
H -0.542 0.608 -3.975
H -0.564 -0.788 -1.724
C 0.270 0.363 -0.082
C 0.782 -0.810 0.732
H 0.008 0.327 2.233
N 1.089 1.565 0.044
H -3.182 -0.863 1.380
H -0.825 0.600 0.100
O -2.319 -1.092 0.939
S -0.821 1.287 -2.677
H 1.890 1.529 -0.488
*
```

Summary:
- E_tot (eV) = -19166.888
- SMILES string = NC[C@@H](N)CS.O


Values for HOMO-LUMO gap, eV, ordered as above
9.95, 8.83, 9.41, 10.60, 9.41, 9.75
Values for LUMO level, eV, ordered as above
0.3508, -0.7264, -0.1630, 0.6463, 0.6216, 0.7184
Values for energy above the lowest of the compared OMol25 structures with the same formula, charge and spin, eV, ordered as above
1.958, 3.559, 2.256, 0.890, 0.943, 1.853